The ion C7H5FNO2S with charge -1 in a non-equilibrium geometry, computed with the ωB97M-V functional and the def2-TZVPD basis.

Output
2S+1 = 3
Net charge = -1
Relative energy (zero: lowest compared OMol25 entry of this formula, charge and spin) = 0.007 eV
<S²> = 2.038
Frontier orbital gap (alpha / beta) = 5.86 / 7.22 eV
M = 186.2 g mol⁻¹
Calculated total energy = -26475.3435 eV
HOMO (alpha / beta) = -2.559 / -4.314 eV
LUMO energy (alpha / beta) = 3.299 / 2.911 eV
Strongest force on any atom = 0.093 Eh/bohr

```
17
Properties=species:S:1:pos:R:3:nbo_charge:R:1
S -1.40 -1.18 0.98 0.32
F -2.67 0.77 2.05 -0.36
O -0.73 1.62 3.29 -0.72
O 0.82 0.58 2.09 -0.75
N 1.03 -0.13 -1.83 -0.55
C -0.59 1.41 -0.91 -0.41
C -0.30 0.95 2.37 0.72
C -1.53 0.43 1.37 0.00
C 0.85 -1.86 -0.45 -0.31
C -0.07 -0.95 -0.06 -0.19
C 0.05 0.21 -0.84 0.09
C 1.57 -1.36 -1.47 -0.04
H 2.31 -1.92 -2.19 0.19
H -1.29 1.78 -0.17 0.23
H 1.57 0.48 -2.42 0.40
H 0.87 -2.88 -0.06 0.22
H -0.47 2.04 -1.74 0.17
```

---

A cluster of 12 separate species, C36H104N16O12 in total in a non-equilibrium geometry, computed with the ωB97M-V functional and the def2-TZVPD basis.

Output
2S+1 = 2
Net charge = -1
Relative energy (zero: lowest compared OMol25 entry of this formula, charge and spin) = 0.720 eV
<S²> = 0.750
Frontier orbital gap (alpha / beta) = 1.41 / 8.57 eV
M = 953.3 g mol⁻¹
Calculated total energy = -87424.9781 eV
HOMO (alpha / beta) = 0.359 / -6.800 eV
LUMO energy (alpha / beta) = 1.773 / 1.767 eV
Strongest force on any atom = 0.087 Eh/bohr

```
168
Properties=species:S:1:pos:R:3:lowdin_charge:R:1
O -0.57 1.23 0.93 0.03
O 2.56 1.43 3.15 -0.19
O -0.82 0.62 6.36 0.01
O -3.23 2.12 2.84 -0.25
O -3.22 3.80 -3.68 -0.02
O -2.13 -2.34 3.93 -0.19
O 5.26 1.52 -1.62 -0.22
O 4.26 0.61 -5.79 -0.15
O -0.83 -1.41 -3.26 -0.25
O 1.90 4.76 -1.26 -0.05
O -1.98 -3.94 -0.24 -0.19
O -6.01 -1.63 -1.03 -0.19
N 3.32 5.26 0.29 0.13
N 1.27 5.98 0.53 0.14
N 1.15 1.96 -4.38 0.06
N 2.16 -1.65 3.85 0.04
N -1.49 -5.25 6.26 0.03
N -1.03 0.67 4.11 0.19
N -2.83 0.90 5.36 0.18
N -2.48 2.30 -2.14 0.16
N 7.49 -0.47 -2.25 0.02
N -1.20 4.06 2.08 0.07
N 0.51 1.51 -1.02 0.20
N -0.79 -0.21 -0.72 0.20
N 2.00 -3.79 -3.96 0.04
N -5.20 1.92 -2.09 0.01
N -0.35 -7.15 0.79 0.04
N -1.11 3.79 -2.87 0.17
C -1.75 -3.78 5.91 -0.36
C -1.68 -3.62 4.29 -0.20
C -1.98 -2.12 2.55 -0.12
C 2.69 -2.00 1.46 -0.05
C 3.48 1.55 -5.13 -0.22
C -0.68 -2.93 6.58 -0.07
C 2.05 0.39 2.31 -0.17
C 2.01 1.23 -5.39 -0.40
C -7.34 1.00 -1.76 -0.05
C -2.82 -3.55 -1.30 -0.09
C -6.00 -1.62 0.35 -0.14
C -4.58 1.65 2.82 -0.10
C -2.33 3.34 -2.96 -0.73
C 2.68 -1.02 2.67 -0.39
C 1.20 -2.88 -3.09 -0.38
C 8.06 1.11 -0.35 -0.06
C 5.53 0.32 -0.86 -0.16
C 4.01 2.08 -1.27 -0.13
C -5.22 -0.52 -1.66 -0.13
C 7.08 -0.04 -0.89 -0.36
C -3.10 3.42 3.42 -0.18
C -1.55 -5.28 -0.44 -0.20
C -0.27 0.88 -0.19 -0.76
C -0.04 -2.44 -3.91 -0.14
C 1.98 2.64 2.94 -0.17
C -0.48 -5.70 0.55 -0.40
C 2.08 -1.71 -2.63 -0.04
C -1.50 0.70 5.34 -0.73
C -5.81 0.87 -1.34 -0.40
C 1.43 1.27 -6.80 -0.05
C 2.12 5.36 -0.22 -0.93
C 5.63 0.76 -5.49 -0.12
C -1.58 5.24 4.17 -0.10
C -1.63 3.93 3.46 -0.44
C -1.89 -0.85 -3.96 -0.11
C 0.90 -5.14 0.18 -0.07
H 3.19 1.36 -1.32 0.07
H 8.09 0.16 -2.75 0.06
H 0.65 1.11 -1.94 0.08
H 3.60 1.41 -4.05 0.11
H 6.65 -0.52 -2.81 0.03
H 7.38 -0.90 -0.29 0.11
H -1.93 6.06 3.54 0.07
H 3.02 -1.32 0.68 0.04
H -0.66 -5.19 1.50 0.13
H -2.54 -2.85 1.97 0.07
H 1.37 -5.22 -0.80 0.07
H 9.13 0.96 -0.36 0.06
H -5.40 2.82 -1.68 0.11
H -1.35 -0.34 -4.76 0.09
H -0.68 4.42 -3.54 0.11
H 0.49 -7.18 1.34 0.06
H -2.04 -5.82 5.64 0.05
H 4.15 2.46 -0.25 0.07
H 3.73 -0.91 2.92 0.13
H -0.64 -0.54 -1.67 0.06
H -3.30 1.11 4.50 0.04
H 2.15 -1.01 4.63 0.08
H 4.95 -0.46 -1.35 0.10
H 2.78 -1.72 -1.79 0.06
H -4.17 -0.63 -1.41 0.09
H 0.97 0.38 2.46 0.08
H -0.76 -4.05 3.89 0.12
H -3.57 3.31 4.40 0.11
H 1.47 -0.91 -2.20 0.05
H 1.40 -4.59 -4.08 0.06
H -4.73 0.58 2.73 0.09
H -0.65 -3.33 -4.03 0.11
H 2.80 -4.19 -3.49 0.07
H -1.69 2.17 -1.52 0.06
H -5.16 2.24 2.11 0.09
H 0.35 1.21 -6.69 0.07
H -7.52 0.62 -2.76 0.07
H -5.46 1.94 -3.07 0.10
H -1.58 -0.58 -0.21 0.10
H 1.68 6.52 1.27 -0.01
H 0.95 -3.45 -2.20 0.10
H -0.40 3.28 -2.36 0.06
H 0.36 2.31 -4.90 0.05
H -7.96 0.45 -1.05 0.06
H 1.08 2.30 -0.76 0.10
H 1.72 -2.30 1.04 0.04
H 7.76 1.97 -0.96 0.06
H -5.65 1.16 -0.31 0.12
H 1.22 -2.01 3.74 0.05
H -3.75 4.12 2.90 0.13
H -0.04 0.80 3.96 0.09
H -5.10 -0.57 -2.74 0.12
H -4.99 1.92 3.79 0.08
H -0.10 -7.71 -0.01 0.07
H -0.25 4.37 1.99 0.04
H -0.91 -1.91 6.25 0.06
H 2.69 -1.36 -3.46 0.08
H 3.84 3.00 -1.83 0.08
H 1.62 2.79 -4.05 0.06
H -3.01 -2.48 -1.19 0.06
H 5.96 1.73 -5.87 0.08
H 0.11 -2.18 -4.95 0.12
H -1.64 0.63 3.31 0.08
H -2.76 -3.39 6.01 0.12
H 3.40 5.72 1.18 -0.01
H 1.65 -5.57 0.84 0.07
H 1.71 2.26 -7.17 0.08
H -1.19 3.11 1.75 0.03
H 3.34 -2.87 1.42 0.08
H 6.37 0.12 -5.95 0.09
H 0.98 2.85 3.31 0.07
H -6.41 -0.70 0.77 0.08
H -3.82 -3.99 -1.21 0.10
H -2.26 -3.67 -2.22 0.08
H 7.90 1.26 0.72 0.06
H 5.18 0.31 0.17 0.11
H -2.33 -1.14 2.20 0.07
H -3.33 0.98 6.24 0.11
H -0.67 -3.12 7.65 0.07
H -2.40 -5.93 -0.28 0.12
H 1.85 0.18 -5.15 0.10
H -1.03 3.15 3.94 0.11
H 0.36 -3.19 6.40 0.08
H 2.19 2.97 1.92 0.07
H 3.73 2.58 -5.35 0.13
H -0.57 5.58 4.37 0.05
H 5.96 0.86 -4.46 0.07
H 0.86 -4.06 0.34 0.05
H -2.39 -0.13 -3.30 0.07
H -2.73 -1.43 -4.32 0.09
H -0.94 -2.17 2.23 0.08
H 2.24 0.60 1.26 0.10
H 4.01 4.61 -0.05 0.07
H -1.98 -5.44 7.12 0.05
H -1.27 -5.47 -1.47 0.12
H -2.50 -4.18 3.84 0.11
H -5.02 -1.91 0.70 0.08
H 1.80 0.62 -7.60 0.08
H -3.35 1.80 -2.03 0.04
H 2.70 3.29 3.44 0.07
H 0.28 6.01 0.33 0.10
H -2.13 5.25 5.11 0.07
H -7.70 2.01 -1.95 0.07
H -6.77 -2.34 0.62 0.09
```

---

A cluster of 4 separate species, C16H26N4 in total in a non-equilibrium geometry, computed with the ωB97M-V functional and the def2-TZVPD basis.

Output
2S+1 = 2
Net charge = +1
<S²> = 0.764
Frontier orbital gap (alpha / beta) = 9.07 / 4.89 eV
M = 274.4 g mol⁻¹
Calculated total energy = -22963.5417 eV
HOMO (alpha / beta) = -12.845 / -12.845 eV
LUMO energy (alpha / beta) = -3.772 / -7.954 eV
Strongest force on any atom = 0.122 Eh/bohr

```
46
Properties=species:S:1:pos:R:3:nbo_charge:R:1
N -3.34 -1.58 -0.29 -0.31
N -1.12 4.08 3.58 -0.52
N -2.56 -1.25 -4.53 -0.31
N 3.58 -0.13 -0.18 -0.37
C 0.21 -0.26 -0.31 -0.61
C -0.30 2.76 2.06 -0.17
C -2.40 -0.11 -4.18 0.28
C 3.60 -1.25 -0.46 0.31
C -1.09 -1.87 1.10 -0.51
C -3.95 1.53 -1.80 -0.62
C 0.15 -1.70 0.25 -0.38
C 4.62 -3.63 1.53 -0.61
C -2.16 1.26 -3.66 -0.52
C 0.26 4.35 3.55 0.20
C 0.78 3.45 2.63 -0.25
C -3.33 2.10 -3.19 -0.38
C -1.46 3.08 2.77 0.20
C 3.53 -2.71 -0.76 -0.52
C 3.65 -3.84 0.30 -0.38
C -2.31 -1.66 0.29 0.28
H 2.69 -2.93 -1.42 0.25
H -1.42 1.25 -2.86 0.23
H 2.65 -3.86 0.74 0.19
H -3.25 1.79 -1.01 0.17
H 4.19 -2.93 2.24 0.21
H 0.11 -2.39 -0.59 0.22
H -1.78 4.46 4.24 0.45
H -1.65 1.82 -4.44 0.25
H 1.83 3.36 2.40 0.28
H -4.16 1.94 -3.87 0.22
H 3.87 -4.77 -0.23 0.23
H 0.90 -0.12 -1.14 0.24
H 0.75 5.09 4.17 0.26
H -4.16 0.46 -1.75 0.24
H -2.50 2.80 2.70 0.26
H 4.41 -2.77 -1.41 0.25
H 1.08 -1.89 0.80 0.22
H -4.93 1.97 -1.59 0.22
H -1.01 -1.10 1.86 0.23
H -0.99 -2.88 1.49 0.26
H 5.50 -3.12 1.14 0.21
H 0.52 0.41 0.49 0.17
H -0.71 0.13 -0.74 0.21
H -3.09 3.16 -3.13 0.21
H -0.15 2.05 1.26 0.27
H 4.96 -4.58 1.95 0.23
```

---

A structure of composition C3H9F4KN2O12PS4 in a non-equilibrium geometry, computed with the ωB97M-V functional and the def2-TZVPD basis.

Output
Net charge = -1
Relative energy (zero: lowest compared OMol25 entry of this formula, charge and spin) = 0.876 eV
Frontier orbital gap = 9.22 eV
M = 539.4 g mol⁻¹
Calculated total energy = -110636.7086 eV
HOMO = -7.303 eV
LUMO energy = 1.921 eV
Strongest force on any atom = 0.125 Eh/bohr

```
36
Properties=species:S:1:pos:R:3:nbo_charge:R:1
K 23.58 2.21 -9.08 0.97
S 21.66 4.56 -10.74 2.45
S 27.22 1.12 -9.52 2.45
S 23.09 6.01 -9.40 2.40
S 27.20 2.99 -8.00 2.44
P 22.36 -1.77 -8.61 2.59
F 26.31 0.47 -10.70 -0.53
F 26.75 4.50 -8.18 -0.49
F 24.68 6.17 -9.32 -0.50
F 21.76 3.08 -11.38 -0.54
O 28.48 1.26 -10.20 -0.91
O 27.09 0.08 -8.53 -0.94
O 22.68 7.28 -9.95 -0.88
O 28.63 3.00 -8.06 -0.88
O 20.72 4.36 -9.68 -0.93
O 21.24 -2.17 -7.56 -0.83
O 22.80 5.72 -8.04 -0.91
O 23.78 -2.11 -7.98 -0.81
O 22.27 -0.39 -9.09 -1.13
O 22.17 -2.89 -9.74 -0.80
O 21.24 5.35 -11.87 -0.92
O 26.55 2.62 -6.77 -0.94
N 23.13 4.63 -10.41 -1.15
N 26.37 2.39 -9.30 -1.19
C 24.18 -3.39 -7.50 -0.24
C 21.14 -2.73 -10.69 -0.26
C 21.28 -1.69 -6.20 -0.25
H 23.32 -3.86 -7.02 0.17
H 24.88 -3.24 -6.69 0.20
H 22.22 -2.05 -5.78 0.18
H 21.29 -3.49 -11.46 0.19
H 24.56 -4.03 -8.30 0.20
H 20.14 -2.90 -10.27 0.18
H 21.07 -1.75 -11.18 0.20
H 21.36 -0.60 -6.26 0.20
H 20.43 -1.98 -5.60 0.20
```